# 1
# C32H45N5P2Pd

A molecular structure, C32H45N5P2Pd (ωB97M-V/def2-TZVPD, the Open Molecules 2025 dataset).

## Properties
ΔE to the lowest compared entry with this formula, charge and spin, eV: 1.3554
2S+1: 1
Charge: +2
Kohn-Sham gap (spin up / spin down), eV: 6.34 / 6.07
Electronic energy, Eh: -2330.28756

```
85
C32H45N5P2Pd, DFT ωB97M-V/def2-TZVPD
Pd 1.45460 0.15629 -0.00174
C -2.78450 -0.05127 1.38803
N -1.36076 -0.04742 1.01136
P -0.37813 -1.36690 0.63097
C -1.47244 -2.54133 -0.18265
C -1.47154 -3.89632 0.15280
C -2.34304 -4.76777 -0.48424
C -3.21762 -4.29458 -1.45007
C -3.22070 -2.94824 -1.79388
C -2.34682 -2.07439 -1.17090
C 0.15836 -2.20968 2.13784
C 1.38125 -2.87905 2.12758
C 1.82500 -3.55636 3.25451
C 1.05350 -3.55543 4.40881
C -0.16841 -2.89688 4.42860
C -0.61897 -2.23573 3.29503
P -0.48670 1.33822 0.64854
C -0.11916 2.19623 2.18403
C -0.41356 1.60755 3.41276
C -0.06279 2.25158 4.59292
C 0.57568 3.48234 4.54816
C 0.86714 4.07504 3.32475
C 0.52675 3.43382 2.14423
C -1.53807 2.37713 -0.34062
C -1.79512 1.93068 -1.64093
C -2.67032 2.63393 -2.45014
C -3.28184 3.78540 -1.96510
C -3.02778 4.22784 -0.67617
C -2.15287 3.52849 0.14351
H -3.06356 -1.03451 1.75980
H -3.40596 0.18551 0.52463
H -2.96494 0.68518 2.17094
H -0.80153 -4.27587 0.91257
H -2.34405 -5.81499 -0.21688
H -3.90243 -4.97572 -1.93688
H -3.90334 -2.58171 -2.54831
H -2.34099 -1.02809 -1.44693
H 1.98436 -2.89878 1.22250
H 2.76628 -4.08801 3.23000
H 1.39752 -4.07760 5.29037
H -0.77816 -2.91210 5.32091
H -1.58417 -1.74640 3.32178
H -0.91118 0.64803 3.45359
H -0.30170 1.79831 5.54512
H 0.83857 3.98469 5.46874
H 1.35634 5.03855 3.29310
H 0.75190 3.91239 1.19782
H -1.31930 1.02483 -2.00302
H -2.87665 2.29002 -3.45451
H -3.96116 4.33954 -2.59747
H -3.51398 5.11803 -0.30428
H -1.96716 3.87537 1.15172
N 2.38675 0.21597 1.98388
C 3.41986 1.29017 2.12891
C 3.72105 1.94895 0.78995
C 4.46608 1.05931 -0.19490
N 3.69833 -0.19078 -0.48628
H 1.66743 0.31501 2.69580
H 2.79451 -0.70031 2.14357
H 4.32569 0.84925 2.55228
H 3.05941 2.02681 2.84532
H 4.28345 2.87247 0.93988
H 2.76331 2.25184 0.34061
H 5.45412 0.79271 0.18988
H 4.61962 1.59353 -1.13292
H 3.96287 -0.89958 0.19318
H 3.98864 -0.57988 -1.37846
C -1.30957 -1.28001 -4.57001
C -0.02650 -0.53008 -4.23298
C 1.18002 -1.26336 -4.82043
C -0.09613 0.89480 -4.77418
N 0.01911 -0.50265 -2.73644
N 1.16827 0.17518 -2.20766
H -1.38378 -1.42745 -5.64585
H -2.18682 -0.72237 -4.23919
H -1.33270 -2.26364 -4.09765
H 1.06928 -1.37960 -5.89718
H 1.27756 -2.26382 -4.39279
H 2.11684 -0.72167 -4.66898
H -0.35452 0.86752 -5.83176
H 0.85765 1.42280 -4.70730
H -0.85891 1.48076 -4.26480
H 0.08696 -1.46605 -2.41065
H 1.07209 1.14602 -2.50660
H 2.02418 -0.18169 -2.63951
```

# 2
# C32H46N4O4

A molecular structure, C32H46N4O4 (ωB97M-V/def2-TZVPD, the Open Molecules 2025 dataset).

## Properties
ΔE to the lowest compared entry with this formula, charge and spin, eV: 30.4209
2S+1: 1
Kohn-Sham gap, eV: 8.70
Electronic energy, Eh: -1765.88981

```
86
C32H46N4O4, DFT ωB97M-V/def2-TZVPD
C 3.06187 1.32573 1.75954
H 3.14627 2.37382 1.42888
H 1.91776 0.97500 1.43944
H 3.31342 1.07236 2.72887
C 4.23203 0.40952 0.70840
N 3.97859 -0.94965 1.05388
C 2.98336 -1.34119 0.22740
C 2.30124 -2.94993 0.46699
H 2.03311 -2.89946 1.56152
C 1.10678 -3.20881 -0.37586
N -0.19235 -2.44503 -0.08529
C -0.53930 -1.77984 -1.18093
O 0.11271 -1.55145 -2.48120
C -1.85352 -0.88690 -0.70717
H -1.49140 0.05702 -0.61405
C -2.98819 -1.00598 -1.46101
C -3.43483 0.33521 -2.22631
O -4.58004 0.75594 -1.85887
N -2.76725 0.68860 -3.12211
C -2.73700 1.96108 -3.69304
C -1.54824 2.13281 -4.60478
C -1.63976 3.39259 -5.14749
C -2.79476 4.21226 -5.30531
C -3.82586 3.96924 -4.42586
C -3.91226 2.48833 -3.90588
H -4.71749 2.52791 -3.26948
H -4.50239 4.60030 -4.65158
C -2.83517 5.39018 -6.22935
C -3.73754 5.46931 -7.16906
H -3.73096 6.36641 -7.92615
H -4.86449 5.31111 -6.81767
H -3.63422 4.40920 -7.95779
C -2.86877 6.73065 -5.36412
H -1.90096 6.76923 -4.65606
H -3.70074 6.74121 -4.84455
H -2.94765 7.57809 -5.92969
H -1.71348 5.38565 -6.87661
H -0.77827 3.79955 -5.78886
H -0.75589 1.56047 -4.54058
H -1.83791 0.17655 -2.95833
H -2.83730 -1.60337 -2.37142
C -3.97363 -1.69225 -0.25263
C -4.11611 -0.81277 0.68393
C -2.92805 -0.71397 1.32069
H -2.78863 -0.29802 2.20620
C -2.14663 -1.58171 0.41168
C -0.75589 -2.12582 0.96815
H -0.87682 -3.07927 1.36892
C -0.20577 -1.34582 1.93184
O 0.05433 -0.14086 1.79789
N 0.18010 -1.79057 3.14287
H 0.00395 -2.75992 3.35095
C 0.81352 -0.99317 4.00484
C 0.29027 -0.98947 5.53400
C 0.42108 -2.36251 6.08758
C 1.77765 -2.76750 6.32623
C 2.63726 -2.86059 4.77999
C 2.43804 -1.41069 4.34836
H 2.83826 -0.71640 4.92494
H 2.75715 -1.04410 3.32612
H 3.66740 -3.07702 4.77891
H 2.07778 -3.45162 4.16762
H 1.99588 -3.95506 6.52342
H 2.50351 -2.21095 7.05041
H 0.06941 -2.49096 7.09182
H -0.05680 -3.18917 5.47518
H 0.78859 -0.32341 6.23049
H -0.94834 -0.81365 5.52720
H 1.01137 0.07944 3.97127
O -3.14903 -2.36325 0.29183
H -5.26013 -0.18758 0.79659
H -4.83367 -2.19007 -0.92403
H 1.40372 -3.28229 -1.35195
H 0.57138 -4.47516 -0.09003
H 3.14309 -3.54634 0.29480
H 1.98112 -0.77512 -0.01048
H 3.19258 -1.64732 -0.89633
C 5.12321 -1.74839 0.83250
H 4.78448 -2.81910 0.35376
H 5.78743 -1.17688 0.10122
C 5.94706 -1.70365 2.28432
H 6.21566 -0.63444 2.39477
H 6.88787 -2.12425 2.20298
H 5.38873 -2.03568 2.96692
H 3.77322 0.70847 -0.37986
H 4.99524 0.57516 1.22563
```

# 3
# C32H47BrN5O4PSTl

A molecular structure, C32H47BrN5O4PSTl (ωB97M-V/def2-TZVPD, the Open Molecules 2025 dataset).

## Properties
2S+1: 1
Charge: +1
Kohn-Sham gap, eV: 6.50
Electronic energy, Eh: -5308.20563

```
92
C32H47BrN5O4PSTl, DFT ωB97M-V/def2-TZVPD
Tl 1.08243 -0.27090 0.13035
Br -0.46746 -4.87405 6.01084
C 0.22936 -4.19759 4.38780
C 0.83205 -5.06936 3.48818
C 1.33142 -4.58231 2.29912
C 1.24583 -3.21693 2.00203
C 0.60884 -2.36180 2.90616
C 0.11434 -2.84296 4.09860
N 1.78460 -2.64374 0.86479
C 2.79708 -3.13462 0.26292
C 3.47144 -2.44985 -0.82416
C 4.49337 -3.08942 -1.53182
C 5.19991 -2.37817 -2.48396
C 4.91641 -1.03087 -2.66108
C 3.87480 -0.47497 -1.93178
N 3.15365 -1.17489 -1.07293
H 0.91742 -6.11705 3.72884
H 1.75770 -5.27167 1.58835
H 0.54269 -1.30820 2.67365
H -0.36116 -2.17917 4.80332
H 3.27501 -4.05853 0.59210
H 4.71354 -4.12796 -1.33236
H 5.97355 -2.86332 -3.06228
H 5.48266 -0.42644 -3.35418
H 3.60393 0.56582 -2.04262
S 5.11734 0.35094 2.34207
C 3.60188 0.11647 2.00823
N 2.44506 -0.09090 1.85779
C -0.46172 1.61473 5.06467
C -1.77368 2.10304 4.46219
C -1.61443 2.55653 2.99196
C -2.95794 3.15349 2.50577
C -2.86077 3.82680 1.14206
C -0.55756 3.63857 2.93951
O -0.60172 4.65177 3.58345
N 0.49808 3.41605 2.07116
C 0.67351 2.31668 1.27827
O 1.60015 2.25405 0.47215
N -0.21540 1.30720 1.37310
C -1.30332 1.32163 2.15903
O -2.06398 0.35876 2.18731
H -0.63416 1.26543 6.07995
H 0.26569 2.42267 5.10428
H -0.03925 0.79829 4.48001
H -2.14529 2.95192 5.03800
H -2.51991 1.30618 4.48583
H -3.28291 3.88960 3.24226
H -3.69004 2.34396 2.47765
H -2.19787 4.68828 1.18930
H -3.84498 4.17198 0.83155
H -2.48487 3.13674 0.38780
H 1.21546 4.13146 2.03267
C -1.15191 -3.61709 -0.50033
C -1.72896 -2.70267 0.57444
O -1.20805 -1.38984 0.41249
H -1.27224 -4.65930 -0.21588
H -0.09230 -3.39827 -0.62313
H -1.64318 -3.45832 -1.46030
H -1.48422 -3.07792 1.57284
H -2.82138 -2.66859 0.48909
H -1.60529 -0.79373 1.11589
C -3.03387 -0.31710 -1.78508
C -2.21114 0.96716 -1.74224
C -2.88962 2.05788 -2.56476
P -0.41987 0.63047 -2.17380
C 0.45785 2.20643 -2.69341
C 0.05662 3.39578 -1.81583
C 0.32155 2.57436 -4.16753
C -0.37530 -0.64631 -3.54140
C -1.17990 -0.34021 -4.80211
C 1.07196 -1.00103 -3.87455
H -3.92828 -0.18136 -1.18462
H -2.46717 -1.14349 -1.37095
H -3.34908 -0.57119 -2.79240
H -2.15537 1.28229 -0.69508
H -2.86404 1.83371 -3.62601
H -2.45470 3.03832 -2.40569
H -3.93520 2.09970 -2.26496
H 1.50560 1.96149 -2.48662
H -0.60882 4.06734 -2.35249
H 0.94316 3.95689 -1.53335
H -0.43653 3.08085 -0.90043
H -0.72021 2.67002 -4.45967
H 0.81419 1.85581 -4.81672
H 0.80085 3.54020 -4.32184
H -0.83551 -1.51419 -3.05418
H -0.76077 0.47955 -5.37307
H -2.21907 -0.11769 -4.57913
H -1.16549 -1.22638 -5.43816
H 1.56883 -0.20127 -4.42033
H 1.10089 -1.89745 -4.49324
H 1.63515 -1.19821 -2.96334
```

# 4
# C32H47CsN6O5Se2

A molecular structure, C32H47CsN6O5Se2 (ωB97M-V/def2-TZVPD, the Open Molecules 2025 dataset).

## Properties
ΔE to the lowest compared entry with this formula, charge and spin, eV: 0.0651
2S+1: 1
Charge: -2
Kohn-Sham gap, eV: 4.57
Electronic energy, Eh: -6775.40226

```
93
C32H47CsN6O5Se2, DFT ωB97M-V/def2-TZVPD
Cs 2.19802 -0.11634 -2.11299
C -0.84436 2.69203 1.12103
N -2.21353 3.04816 0.81471
C -3.09943 3.33121 1.91493
C -4.44157 3.37222 1.21109
N -4.27102 2.36472 0.17821
C -5.28886 2.37180 -0.84759
C -2.89066 2.28105 -0.14046
N -2.26642 1.65356 -1.03681
C -2.88979 0.79358 -2.01844
C -3.46627 -0.49152 -1.40287
N -2.50662 -1.56204 -1.47338
C -2.40279 -2.47719 -0.60661
N -3.16114 -2.71387 0.57322
C -4.60806 -2.71374 0.48441
C -2.64311 -3.92829 1.19964
C -1.23719 -4.03584 0.63994
N -1.41824 -3.44427 -0.67044
C -0.22881 -3.22923 -1.47520
H -0.36502 3.52392 1.64338
H -0.27819 2.49260 0.20762
H -0.83044 1.81057 1.77762
H -2.84463 4.27663 2.39791
H -3.07546 2.53357 2.67561
H -4.61704 4.36827 0.77659
H -5.28132 3.12293 1.86342
H -6.25830 2.49529 -0.36084
H -5.31113 1.43176 -1.39290
H -5.15853 3.19298 -1.56552
H -2.12195 0.50554 -2.73624
H -3.66699 1.31483 -2.58954
H -4.36393 -0.78001 -1.97074
H -3.77887 -0.24501 -0.38047
H -4.98814 -1.77759 0.08753
H -5.01821 -2.84837 1.48746
H -4.97582 -3.53675 -0.14734
H -3.23883 -4.79927 0.88770
H -2.68003 -3.85746 2.28843
H -0.89360 -5.06785 0.56231
H -0.50657 -3.46703 1.23161
H 0.30624 -4.16740 -1.60621
H 0.44245 -2.51446 -0.99355
H -0.50977 -2.85815 -2.45554
O 5.91726 -4.46766 -3.44001
C 5.75641 -4.61617 -2.04233
C 5.07249 -3.44342 -1.31424
C 5.34762 -3.63596 0.18595
O 6.67043 -3.29708 0.57957
C 5.65191 -2.11666 -1.83429
Se 5.42343 -0.51407 -0.69453
C 3.54145 -3.47934 -1.46965
Se 2.77750 -3.52147 -3.29718
H 5.02351 -4.24508 -3.77975
H 6.75975 -4.73933 -1.62354
H 5.18088 -5.53080 -1.82079
H 5.19256 -4.68867 0.45121
H 4.62921 -3.02976 0.74804
H 6.70368 -2.32489 0.46508
H 5.17799 -1.91094 -2.79330
H 6.71661 -2.23735 -2.02967
H 3.16373 -2.58679 -0.96355
H 3.14853 -4.33814 -0.91422
C 1.96996 0.76619 1.62838
C 0.85870 -0.23264 1.74529
O 0.49094 -0.92344 0.82336
C 0.15770 -0.35725 3.07500
C -1.08767 -0.97714 3.10860
C -1.77698 -1.09923 4.30336
C -1.22381 -0.61023 5.48137
C 0.01557 0.01234 5.45396
C 0.69837 0.14770 4.25291
H 2.16996 0.99247 0.58828
H 2.87858 0.37613 2.09406
H 1.69150 1.69622 2.12676
H -1.51639 -1.32923 2.17776
H -2.75211 -1.57156 4.31774
H -1.76142 -0.70906 6.41673
H 0.45088 0.39636 6.36823
H 1.66367 0.63609 4.23614
O 1.02862 2.44111 -3.40806
C 1.20104 2.97861 -2.29847
O 1.34827 2.40023 -1.19336
C 1.20845 4.50692 -2.23298
C 0.70205 5.26023 -3.28514
C 0.69328 6.64672 -3.21987
C 1.21044 7.29417 -2.10463
C 1.72825 6.54656 -1.05413
C 1.71854 5.15969 -1.11654
H 0.32724 4.72531 -4.14874
H 0.28911 7.22800 -4.04131
H 1.21331 8.37736 -2.05583
H 2.14074 7.04729 -0.18536
H 2.10212 4.55208 -0.30709
```

# 5
# C32H47FeNSe2

A molecular structure, C32H47FeNSe2 (ωB97M-V/def2-TZVPD, the Open Molecules 2025 dataset).

## Properties
ΔE to the lowest compared entry with this formula, charge and spin, eV: 0.4745
2S+1: 1
Kohn-Sham gap (spin up / spin down), eV: 7.47 / 7.55
Electronic energy, Eh: -7368.81986

```
83
C32H47FeNSe2, DFT ωB97M-V/def2-TZVPD
Fe -0.23102 0.42519 -0.02446
C 0.06571 2.38895 1.05469
C -0.32073 2.72076 -0.27381
C -1.64490 2.16761 -0.46300
C -1.99574 1.57249 0.76215
C -0.96950 1.73781 1.72559
C -1.09220 1.48218 3.24170
C -0.00782 0.56204 3.79468
C -0.95238 2.83477 3.95404
C -2.47062 0.90470 3.56977
C -2.70982 2.23380 -1.58061
C -3.52633 0.92734 -1.59242
C -2.18497 2.43656 -3.00242
C -3.68228 3.38113 -1.25391
C 0.49530 3.75054 -1.09359
C 1.70534 4.22335 -0.27299
C -0.37548 4.99184 -1.34170
C 1.07952 3.24034 -2.40826
H 0.98978 2.69716 1.52049
H -2.95815 1.12798 0.98114
H 0.96453 1.03722 3.69331
H 0.02089 -0.38809 3.26729
H -0.17898 0.36567 4.85861
H 0.02496 3.28386 3.75627
H -1.06055 2.71205 5.03677
H -1.71930 3.53361 3.60652
H -2.63302 -0.05467 3.08194
H -3.26519 1.58972 3.25463
H -2.56301 0.75518 4.64951
H -2.86972 0.05946 -1.57258
H -4.14462 0.87996 -2.49404
H -4.19730 0.85882 -0.73226
H -1.49244 1.65483 -3.28933
H -1.68944 3.39429 -3.13967
H -3.02957 2.40907 -3.69653
H -4.11734 3.24290 -0.26094
H -4.49412 3.41700 -1.98736
H -3.17235 4.34683 -1.26300
H 1.40150 4.67470 0.67595
H 2.24722 4.98009 -0.84631
H 2.39626 3.39810 -0.06650
H -0.78936 5.35744 -0.39685
H -1.20781 4.80113 -2.01556
H 0.23119 5.78959 -1.78144
H 1.79521 2.45829 -2.19620
H 1.61300 4.05291 -2.91413
H 0.33311 2.84972 -3.09659
C -0.26906 -0.53186 -4.25164
C 1.02322 -0.16213 -4.60095
C 1.92360 0.14781 -3.60528
C 1.51771 0.10648 -2.27185
N 0.25406 -0.17270 -1.94651
C -0.60216 -0.51238 -2.91501
C 2.38849 0.30034 -1.11505
C 3.77866 0.34877 -1.23949
C 4.56776 0.43687 -0.10723
C 3.94736 0.43807 1.13876
C 2.56145 0.36766 1.23411
C 1.72668 0.32199 0.11232
H -1.00367 -0.81378 -4.99232
H 1.32622 -0.12860 -5.64049
H 2.93580 0.43505 -3.85554
H -1.59668 -0.78771 -2.59270
H 4.25869 0.28826 -2.21075
H 5.64669 0.47928 -0.19202
H 4.54935 0.48059 2.04003
H 2.12946 0.34355 2.21463
C 1.60047 -4.78283 -1.31115
Se 1.81820 -2.99189 -0.58722
C 1.04877 -3.42379 1.14199
C -0.47074 -3.39240 1.18337
Se -1.29340 -1.61862 1.09745
C -2.89056 -2.20217 0.18276
H 2.28937 -5.47568 -0.83449
H 1.82504 -4.72385 -2.37356
H 0.57523 -5.12610 -1.18609
H 1.48836 -2.74781 1.87451
H 1.39158 -4.43433 1.36244
H -0.83574 -3.80027 2.12554
H -0.88381 -3.97868 0.36375
H -3.29837 -3.05224 0.72141
H -2.66203 -2.47121 -0.84586
H -3.59980 -1.37892 0.20067
```

- What is the electronic energy in the third record?
  -5308.20563 Eh